A molecular structure, C20H12N2O8S3Zn. Source: OMol25; level of theory: ωB97M-V/def2-TZVPD.

Computed properties:
LUMO: 0.143 hartree
Energy above the lowest of the compared OMol25 structures with the same formula, charge and spin: 0.1526 eV
Charge: -2
Energy: -4454.76806 Ha

Last column: Mulliken charge in e.
Positions of all 46 atoms, in Å:
H  0.989  -1.272  2.079  0.4854
O  -0.461  -2.847  0.724  -0.7291
C  0.771  0.834  2.433  -0.3358
H  0.636  0.670  5.957  0.4367
C  4.555  1.864  -0.262  -0.5081
Zn  -0.848  -0.983  0.189  1.0953
O  -2.033  -0.412  1.986  -0.5810
C  -0.958  4.441  -0.277  -0.7325
C  4.397  2.773  0.743  -0.5813
C  -2.001  4.095  0.531  -0.5449
H  -1.318  -0.250  -2.952  0.5059
C  0.885  -0.651  4.213  -0.7353
C  -0.901  -3.191  -1.602  0.6789
O  -0.354  -4.932  -0.089  -0.7471
C  -1.139  -4.034  -2.675  -0.6125
C  0.842  1.349  0.997  3.1015
C  -1.459  -3.496  -3.915  0.3236
C  -0.078  2.552  0.762  -0.4724
H  -0.973  5.291  -0.946  0.3576
H  -2.960  4.580  0.630  0.4348
C  -1.283  -1.333  -2.908  -0.2187
C  0.909  -0.468  2.800  -0.6852
H  5.176  3.451  1.070  0.3699
H  -1.776  -1.677  -4.979  0.4405
N  -0.970  -1.857  -1.721  -0.0616
C  -1.531  -2.112  -4.020  -0.7492
C  3.093  2.722  1.315  -0.5283
C  0.146  3.558  -0.135  -0.4607
C  2.299  1.780  0.731  -0.6173
N  -3.129  -0.418  1.356  1.0802
O  -3.045  -0.635  0.111  -0.5694
S  -1.656  2.691  1.435  0.0688
O  -1.917  -3.760  -6.216  -0.7503
H  5.438  1.684  -0.857  0.4278
C  -0.541  -3.732  -0.211  0.3303
C  0.728  0.517  4.893  -0.6083
H  1.071  3.644  -0.688  0.4834
O  0.552  0.343  0.116  -1.0107
S  0.602  1.845  3.818  -0.0576
H  0.947  -1.620  4.690  0.3977
O  -1.622  -5.612  -4.949  -0.7252
C  -1.716  -4.387  -5.152  0.4304
H  2.753  3.356  2.124  0.4133
S  3.135  0.941  -0.508  -0.0919
H  -1.068  -5.104  -2.545  0.5517
O  -4.187  -0.200  1.904  -0.6992